{"formula": "C50H126CrF6N15O15P5S3", "method": "ωB97M-V/def2-TZVPD", "total_charge": 1, "homo_lumo_gap_ev": [7.822, 8.357], "total_energy_ev": -230634.5366, "spin_multiplicity": 4, "symbols": ["Cr", "C", "O", "O", "C", "F", "F", "F", "C", "C", "H", "H", "H", "H", "H", "H", "C", "O", "O", "C", "F", "F", "F", "C", "C", "H", "H", "H", "H", "H", "H", "O", "P", "N", "C", "C", "N", "C", "C", "N", "C", "C", "H", "H", "H", "H", "H", "H", "H", "H", "H", "H", "H", "H", "H", "H", "H", "H", "H", "H", "O", "P", "N", "C", "C", "N", "C", "C", "N", "C", "C", "H", "H", "H", "H", "H", "H", "H", "H", "H", "H", "H", "H", "H", "H", "H", "H", "H", "H", "O", "P", "N", "C", "C", "N", "C", "C", "N", "C", "C", "H", "H", "H", "H", "H", "H", "H", "H", "H", "H", "H", "H", "H", "H", "H", "H", "H", "H", "O", "P", "N", "C", "C", "N", "C", "C", "N", "C", "C", "H", "H", "H", "H", "H", "H", "H", "H", "H", "H", "H", "H", "H", "H", "H", "H", "H", "H", "O", "P", "N", "C", "C", "N", "C", "C", "N", "C", "C", "H", "H", "H", "H", "H", "H", "H", "H", "H", "H", "H", "H", "H", "H", "H", "H", "H", "H", "C", "C", "C", "S", "O", "O", "C", "H", "H", "H", "H", "H", "H", "H", "H", "C", "C", "C", "S", "O", "O", "C", "H", "H", "H", "H", "H", "H", "H", "H", "C", "C", "C", "S", "O", "O", "C", "H", "H", "H", "H", "H", "H", "H", "H"], "positions_angstrom": [[-3.27517, 1.43573, 1.60931], [-4.30945, 2.14841, -0.94561], [-5.69309, 1.92268, -0.57822], [-3.48556, 1.19782, -0.30873], [-4.29253, 1.94403, -2.48074], [-3.05346, 2.04678, -2.99488], [-4.81727, 0.78622, -2.91948], [-4.96456, 2.90977, -3.13572], [-6.05030, 2.64196, 0.58632], [-7.04232, 3.71459, 0.28876], [-7.41396, 4.33910, 1.10914], [-6.50435, 4.35250, -0.40818], [-7.81242, 3.22265, -0.28981], [-5.15962, 3.17948, 1.04231], [-6.55907, 2.04616, 1.34153], [-4.03830, 3.18305, -0.67215], [-0.30429, 0.86178, 1.72700], [-0.05284, 0.44829, 0.42497], [-1.64387, 0.84101, 2.17385], [0.43298, -0.29227, 2.46271], [1.66219, -0.57242, 2.01072], [0.55365, 0.00161, 3.80371], [-0.22915, -1.42272, 2.39383], [-0.20792, 1.59905, -0.50048], [-0.11569, 1.26989, -1.97688], [-0.15968, 2.19348, -2.52966], [0.86167, 0.89408, -2.13578], [-0.94735, 0.68450, -2.29552], [0.56642, 2.27195, -0.15227], [-1.23134, 2.01742, -0.43418], [0.28805, 1.77281, 1.92089], [-4.11300, 1.50648, 3.41579], [-4.44676, 0.60233, 4.63307], [-3.13111, -0.20512, 5.24522], [-2.83708, -1.46954, 4.38796], [-1.87198, 0.55271, 5.52597], [-5.59692, -0.52051, 4.20341], [-5.82619, -1.75246, 4.93060], [-6.79415, -0.01389, 3.57990], [-4.91278, 1.78091, 5.72555], [-5.56360, 2.99045, 5.23643], [-5.10166, 1.40588, 7.14985], [-2.43476, -1.21493, 3.39878], [-3.69867, -2.12719, 4.17950], [-2.10493, -2.03633, 4.98649], [-2.01040, 1.55979, 5.99175], [-1.29938, 0.67428, 4.69384], [-1.25522, -0.08369, 6.17904], [-5.13298, -1.72297, 5.77978], [-6.85426, -1.64322, 5.34224], [-5.73853, -2.71293, 4.44360], [-7.59536, 0.11425, 4.27620], [-6.62798, 0.95725, 3.13102], [-7.25181, -0.76132, 2.88441], [-6.66658, 2.95648, 5.26446], [-5.17541, 3.90084, 5.67906], [-5.36948, 3.17130, 4.18695], [-4.67563, 0.39266, 7.28320], [-6.12294, 1.53546, 7.52032], [-4.41719, 2.10200, 7.72261], [-2.67182, 3.23284, 1.42133], [-1.93630, 4.55066, 1.63004], [-1.41863, 4.73993, 3.14293], [-0.71439, 5.94112, 3.71998], [-1.55503, 3.73439, 4.19439], [-3.02801, 5.67321, 0.95227], [-4.26375, 5.67886, 1.81891], [-2.54618, 7.01852, 0.71405], [-0.56318, 4.68613, 0.70603], [-0.50277, 4.91670, -0.69599], [0.76055, 4.78643, 1.38539], [0.32687, 5.70053, 3.96261], [-1.21812, 6.31918, 4.57128], [-0.69679, 6.75174, 3.00875], [-2.13779, 2.85447, 3.93516], [-2.05412, 4.17561, 5.12478], [-0.51914, 3.38819, 4.38222], [-5.16541, 5.96494, 1.30815], [-4.35975, 4.72508, 2.37315], [-4.21236, 6.49585, 2.53261], [-1.99292, 6.96085, -0.28127], [-3.43037, 7.69364, 0.50135], [-1.97082, 7.49592, 1.48076], [0.22555, 4.16497, -1.02085], [-1.41619, 4.61502, -1.18847], [-0.12100, 5.95120, -0.95193], [1.02153, 5.80917, 1.72467], [1.54989, 4.54938, 0.60197], [0.87702, 4.08157, 2.22983], [4.28537, -3.76064, 5.16040], [3.62929, -4.60925, 4.12900], [2.06411, -4.01464, 3.81611], [1.53966, -3.38969, 4.99547], [1.13190, -4.47472, 2.79107], [3.56541, -6.20916, 4.68435], [2.80915, -7.20982, 3.98439], [4.00687, -6.47450, 6.07399], [4.26361, -4.77073, 2.60417], [5.28451, -5.82944, 2.32617], [4.64290, -3.51004, 1.91908], [1.58542, -3.92716, 5.92794], [0.51550, -3.12513, 4.86834], [2.06786, -2.39692, 5.20702], [0.32516, -3.78690, 2.62897], [0.67723, -5.44239, 3.05380], [1.68550, -4.51799, 1.89821], [1.75648, -7.26246, 4.25508], [2.93143, -6.98309, 2.93257], [3.36428, -8.16049, 4.20124], [4.39374, -5.56643, 6.56354], [3.12159, -6.68121, 6.73695], [4.68480, -7.34475, 6.21226], [6.17728, -5.35355, 2.23302], [5.37503, -6.58281, 3.10356], [4.95812, -6.38196, 1.50097], [4.47214, -3.58058, 0.86737], [5.71136, -3.40823, 2.14056], [4.02321, -2.67400, 2.31267], [-2.11321, -0.16880, -8.07088], [-0.96589, 0.37227, -8.81493], [0.04131, -0.64414, -9.61084], [-0.60391, -1.58694, -10.47802], [1.50013, -0.85307, -9.55713], [0.14596, 1.08890, -7.87079], [0.22568, 0.84902, -6.46749], [1.15625, 2.12435, -8.30010], [-1.49175, 1.44588, -9.98572], [-0.85241, 1.67714, -11.24360], [-2.53158, 2.31418, -9.46585], [-1.70727, -1.38260, -10.57819], [-0.47022, -2.64746, -10.11352], [-0.30783, -1.46137, -11.49925], [1.79972, -1.78879, -10.02797], [1.81813, -0.81799, -8.49412], [2.06033, -0.09886, -10.10508], [-0.09142, 1.61977, -5.78091], [-0.33853, -0.00514, -6.05177], [1.26741, 0.62038, -6.14633], [0.78256, 2.61394, -9.16543], [1.28966, 2.87664, -7.49969], [2.15043, 1.78802, -8.31731], [-0.08551, 0.90590, -11.34089], [-1.57769, 1.60143, -12.06215], [-0.47923, 2.67338, -11.37131], [-2.61879, 2.20206, -8.35872], [-3.48293, 2.01560, -9.95272], [-2.30762, 3.41728, -9.66884], [4.47418, -2.28208, -1.35392], [3.51870, -2.99211, -2.30888], [1.96150, -2.51387, -2.06211], [0.89644, -2.48458, -3.10650], [1.64734, -1.69245, -0.92898], [3.43478, -4.64005, -2.01940], [4.73537, -5.27845, -2.03508], [2.61798, -5.11801, -0.94792], [3.86917, -2.90583, -3.89083], [4.30671, -1.68252, -4.50900], [3.69398, -3.95329, -4.89819], [-0.06181, -2.68188, -2.73337], [1.16475, -3.23904, -3.90769], [0.91701, -1.58940, -3.72733], [1.87885, -0.60537, -1.04868], [2.35280, -2.00685, -0.12040], [0.65181, -1.82988, -0.49664], [5.36511, -4.68143, -2.61486], [5.20092, -5.34108, -0.99018], [4.61020, -6.31726, -2.41733], [2.72522, -4.62925, 0.03845], [1.53936, -4.98005, -1.24254], [2.79516, -6.16548, -0.84901], [5.25416, -1.85302, -5.03671], [3.55850, -1.32330, -5.27476], [4.37992, -0.83759, -3.78129], [3.40437, -4.85412, -4.47694], [4.59783, -4.08111, -5.45241], [2.96624, -3.64392, -5.60253], [-3.14733, -1.93572, -1.50949], [-4.52079, -2.57421, -1.45285], [-5.35669, -1.77620, -0.51470], [-4.19924, -1.72490, 0.91890], [-4.28528, -2.83032, 1.78917], [-4.21724, -0.37470, 1.57468], [-2.72313, -1.76337, -0.05135], [-3.23221, -1.00427, -2.04581], [-2.53660, -2.54494, -2.13066], [-4.47455, -3.58889, -1.07249], [-4.96727, -2.73940, -2.36896], [-6.30931, -2.28100, -0.24389], [-5.66647, -0.73178, -0.73775], [-2.22677, -2.70362, 0.30141], [-2.19905, -0.88248, 0.14916], [5.05959, 0.24157, 4.61227], [5.77699, 1.09331, 3.58543], [4.98020, 2.42847, 3.37836], [3.26966, 2.00815, 3.86886], [2.47394, 2.21824, 2.65733], [2.81610, 2.64628, 5.04605], [3.60986, 0.27222, 4.17190], [5.04380, 0.89207, 5.55886], [5.44737, -0.74978, 4.87875], [5.85357, 0.64118, 2.54939], [6.78829, 1.40265, 3.88546], [4.96647, 2.81192, 2.31457], [5.29233, 3.27944, 4.00712], [3.52904, -0.30309, 3.22259], [2.77744, -0.13451, 4.82742], [6.42288, 0.86395, -1.61087], [6.15865, 0.62867, -0.10131], [4.62122, 0.47150, 0.04853], [4.01692, 1.63157, -1.15618], [3.34261, 2.72591, -0.49601], [3.27270, 1.00804, -2.26159], [5.56479, 2.03382, -1.85797], [6.04077, 0.07995, -2.24910], [7.48935, 1.12467, -1.74011], [6.47924, 1.52408, 0.44307], [6.67593, -0.28000, 0.19529], [4.02440, 0.67391, 0.94367], [4.49170, -0.43296, -0.49666], [5.93593, 2.88315, -1.25868], [5.48180, 2.41798, -2.90340]], "forces_ev_per_angstrom": [[-0.34, -1.01, -0.68], [-0.07, -1.88, 0.74], [0.62, 0.46, 0.06], [-0.56, 1.73, -0.68], [0.15, 0.68, -1.13], [0.39, -0.46, 0.62], [0.23, -0.06, 0.74], [-0.54, 0.24, 0.63], [0.54, 0.82, 1.60], [0.35, 0.68, -1.52], [0.08, -0.56, 0.02], [-0.33, 0.57, -0.25], [-0.67, 0.26, 0.07], [-0.61, -1.00, -0.27], [0.65, -0.90, -0.01], [0.05, -0.15, -0.46], [0.40, -1.24, 0.21], [-1.39, 1.20, -1.77], [1.69, -0.29, -0.30], [0.25, 0.87, 1.25], [-0.10, 0.51, -0.05], [0.14, -0.10, -0.58], [-0.90, -1.03, -0.14], [-1.10, -0.32, 0.20], [0.70, 0.42, 1.31], [-0.13, 0.57, -0.13], [0.72, -0.92, -0.78], [-0.34, -0.82, -0.26], [0.09, 0.48, -0.26], [0.57, -0.02, 0.85], [-0.65, 0.13, 0.22], [-0.26, -0.69, 0.51], [0.90, 1.89, -1.19], [-0.82, -1.01, -1.43], [0.34, 0.33, 0.75], [-1.42, -0.37, 2.64], [0.71, 0.08, -0.10], [-0.64, 1.00, 2.14], [-0.56, -0.45, -0.91], [-0.31, -1.04, 0.07], [-0.48, 0.19, -0.55], [1.73, 1.02, -0.13], [0.17, 0.23, 0.50], [0.40, 0.68, 0.52], [-0.17, 0.16, -0.42], [-0.37, -1.02, -0.18], [1.16, 0.43, -2.64], [-0.37, 0.30, 0.17], [-0.28, -0.51, 0.00], [0.54, -0.53, -0.01], [0.14, 0.06, -0.81], [-0.49, 0.26, 1.05], [0.11, -0.09, -0.46], [0.86, 0.64, -0.02], [0.29, -0.01, 0.62], [-0.08, 0.02, 0.77], [0.35, -0.47, -0.24], [-0.61, 0.47, 0.13], [0.09, -0.29, -0.23], [-0.89, -0.73, -0.21], [0.19, 1.09, 0.69], [0.40, -0.21, -2.81], [-0.27, 1.01, 1.85], [0.20, -0.81, -1.75], [0.08, -0.16, 0.96], [-0.58, -0.80, 2.30], [0.73, 0.14, 0.35], [-0.76, 0.66, -3.12], [-0.13, 0.63, 2.61], [1.06, -0.17, -0.83], [1.02, -0.22, -0.99], [-0.28, -0.15, 0.09], [-0.66, 0.01, 0.98], [0.06, 0.14, -0.38], [-0.07, 0.20, -0.46], [0.90, -0.44, -1.15], [-0.53, 0.05, 0.56], [-0.35, -0.54, -0.93], [-0.18, 0.55, -0.44], [0.49, 0.01, 0.59], [-0.35, 0.52, 1.48], [0.88, -0.80, 0.28], [0.45, 0.09, 0.55], [0.16, 0.48, -0.60], [-0.46, 0.48, -0.14], [-0.64, -1.07, 0.07], [-0.41, -0.38, -0.16], [-0.93, -0.08, 1.02], [-0.10, 0.34, -0.60], [-0.17, -0.09, -0.82], [-0.63, -0.72, 0.43], [1.11, -0.15, 0.31], [0.43, 2.46, 0.66], [0.22, -0.59, 1.43], [0.70, 1.62, 1.15], [1.46, -0.75, 0.31], [-1.43, -0.01, 0.91], [0.38, -0.40, 0.03], [-2.94, -0.19, 1.82], [-0.42, -0.28, 1.39], [0.25, -0.71, 0.29], [-0.96, 0.11, -0.39], [-0.54, -1.28, -0.27], [-0.29, 0.64, 0.18], [0.13, 0.06, -0.28], [0.51, -0.47, -1.30], [-0.11, -0.17, 0.13], [-0.37, -0.27, -0.39], [-0.97, 0.35, -0.39], [0.34, -0.41, -0.75], [0.41, -0.19, -0.67], [-0.19, 0.59, -0.55], [2.81, 1.02, -0.71], [-0.16, 0.31, 0.46], [-0.07, -0.56, -1.81], [0.05, -0.02, -0.80], [-0.15, 0.79, -0.26], [0.58, -0.44, -0.18], [0.20, -0.29, 0.15], [0.42, 0.34, -0.81], [0.30, -1.45, -1.07], [-1.91, -1.00, -0.04], [-0.35, 0.79, 1.19], [1.63, 2.33, 1.25], [0.71, -1.60, 1.96], [-2.15, -0.06, 1.95], [0.46, -0.46, 1.69], [-0.81, -0.56, -0.44], [-0.43, 1.22, -0.39], [0.90, -0.25, 0.65], [-0.12, 0.98, -0.56], [0.78, -0.30, -0.77], [-0.44, -0.22, 0.29], [0.08, -0.17, -0.67], [-0.03, 0.38, -0.04], [-0.20, 1.07, -0.26], [-0.05, 0.04, -1.02], [-0.24, 0.17, -0.38], [0.17, 0.32, -0.94], [-0.86, -0.02, -0.19], [1.32, -1.21, -0.91], [0.05, 0.41, -0.36], [-0.01, -0.41, -0.08], [0.74, 0.73, 0.30], [-0.06, 0.00, -0.97], [0.20, 0.56, 0.47], [-0.27, -1.36, 0.08], [-1.22, -0.73, -1.69], [0.43, 0.31, 2.22], [-1.87, 0.69, -0.95], [3.43, -0.99, -2.02], [1.67, 0.62, 2.04], [0.79, 0.55, -0.26], [-0.41, -1.58, 1.90], [-2.42, 0.75, -0.02], [0.32, -0.46, -0.94], [-0.51, 1.58, -0.22], [0.48, 1.49, 0.48], [-1.26, -0.27, 0.78], [-0.51, 0.28, 1.09], [-0.20, 0.64, 0.51], [-0.52, -0.82, -0.24], [-0.58, 0.29, -0.34], [-0.10, -0.06, -0.54], [1.35, 0.48, -1.14], [-0.58, 0.11, -1.21], [0.42, 0.65, 0.09], [0.39, -0.11, -0.36], [0.90, -0.23, 0.43], [0.08, -0.81, 0.24], [-0.05, 0.22, 0.19], [0.57, -0.45, 0.57], [0.15, -0.80, -0.42], [-0.52, -1.68, 0.89], [0.89, -0.17, -0.29], [-1.01, 0.34, -0.80], [-0.88, 0.17, -0.04], [0.50, -0.22, 0.87], [-1.57, 0.42, 1.73], [-0.04, 3.77, -1.33], [-0.49, -1.57, 1.12], [-0.60, -1.66, -0.13], [0.06, -2.57, -0.59], [0.02, 0.60, 0.18], [1.04, -0.61, -0.03], [0.31, -0.31, 0.45], [-0.95, 0.28, -2.19], [0.74, 0.08, 0.21], [0.85, -0.49, -0.24], [-0.01, 0.97, -0.17], [1.13, 1.16, 0.36], [-0.70, 1.69, 2.17], [0.87, 1.01, -1.69], [-0.24, 0.23, -0.08], [0.47, -0.52, -3.50], [0.10, -0.44, 0.74], [-0.21, 0.74, 1.75], [-1.38, -1.54, -0.39], [0.46, -1.13, -0.81], [-0.08, 0.31, -0.44], [-0.07, 0.03, 1.35], [-0.18, -0.49, -0.03], [-0.20, -0.65, 1.15], [0.06, -0.55, 0.00], [-0.13, 0.68, 0.40], [1.34, 0.58, -0.41], [0.55, 0.19, 1.06], [-0.25, -0.19, 0.15], [0.68, 0.78, -1.25], [-1.99, -0.03, -1.60], [0.32, 0.29, 0.13], [0.49, -0.06, 1.08], [0.48, 3.13, -0.87], [0.52, -0.77, 0.04], [-0.54, -0.49, -0.32], [0.43, -0.33, 0.06], [-0.02, 0.09, 0.50], [0.53, -0.41, 0.07], [-1.01, -1.45, 0.31], [-0.07, -0.11, -0.18], [-0.29, -0.59, 0.78]], "lowdin_spin": [2.814, 0.004, 0.002, 0.022, -0.001, 0.000, 0.000, 0.000, 0.001, 0.000, 0.000, 0.000, 0.000, 0.000, 0.000, 0.000, 0.009, 0.003, 0.048, -0.002, -0.001, 0.000, 0.000, 0.000, 0.000, 0.000, 0.000, 0.000, 0.000, 0.000, 0.002, 0.033, 0.005, 0.001, 0.000, 0.000, 0.001, 0.000, 0.000, 0.001, 0.000, 0.000, 0.000, 0.000, 0.000, 0.000, 0.000, 0.000, 0.000, 0.000, 0.000, 0.000, 0.000, 0.000, 0.000, 0.000, 0.000, 0.000, 0.000, 0.000, 0.032, 0.009, 0.002, 0.001, 0.000, 0.000, 0.000, 0.000, 0.001, 0.000, 0.000, 0.000, 0.000, 0.000, 0.000, 0.000, 0.000, 0.000, 0.000, 0.000, 0.000, 0.000, 0.000, 0.000, 0.000, 0.000, 0.000, 0.000, 0.000, 0.000, 0.000, 0.000, 0.000, 0.000, 0.000, 0.000, 0.000, 0.000, 0.000, 0.000, 0.000, 0.000, 0.000, 0.000, 0.000, 0.000, 0.000, 0.000, 0.000, 0.000, 0.000, 0.000, 0.000, 0.000, 0.000, 0.000, 0.000, 0.000, 0.000, 0.000, 0.000, 0.000, 0.000, 0.000, 0.000, 0.000, 0.000, 0.000, 0.000, 0.000, 0.000, 0.000, 0.000, 0.000, 0.000, 0.000, 0.000, 0.000, 0.000, 0.000, 0.000, 0.000, 0.000, 0.000, 0.000, 0.000, 0.000, 0.000, 0.000, 0.000, 0.000, 0.000, 0.000, 0.000, 0.000, 0.000, 0.000, 0.000, 0.000, 0.000, 0.000, 0.000, 0.000, 0.000, 0.000, 0.000, 0.000, 0.000, 0.000, 0.000, 0.000, 0.000, 0.000, 0.000, 0.000, 0.000, 0.000, 0.000, 0.000, 0.003, 0.000, 0.007, 0.001, 0.000, 0.000, 0.000, 0.000, 0.000, 0.000, 0.000, 0.000, 0.000, 0.000, 0.000, 0.000, 0.000, 0.000, 0.000, 0.000, 0.000, 0.000, 0.000, 0.000, 0.000, 0.000, 0.000, 0.000, 0.000, 0.000, 0.000, 0.000, 0.000, 0.000, 0.000, 0.000, 0.000, 0.000, 0.000, 0.000, 0.000, 0.000]}